No. 1
DFT (wB97M-V/def2-TZVPD) results for a cluster of 11 separate species, C9H34BF4O16S2 in total.

Structure (XYZ):
```
66
Properties=species:S:1:pos:R:3:lowdin_charge:R:1
B -26.850 3.699 6.061 -1.265
F -26.981 2.519 5.246 0.061
F -28.127 4.202 6.276 0.152
F -26.255 3.333 7.267 0.139
F -26.037 4.618 5.372 0.104
O -22.161 -0.024 2.061 -0.274
S -23.521 0.409 1.985 0.567
O -24.579 -0.503 2.244 -0.256
O -23.724 1.627 2.991 -0.282
C -22.789 2.720 2.965 -0.254
C -22.914 3.434 4.290 -0.050
C -23.759 1.204 0.402 -0.101
H -23.054 3.404 2.155 0.118
H -21.776 2.344 2.821 0.120
H -23.902 3.873 4.417 0.071
H -22.178 4.241 4.348 0.082
H -22.686 2.773 5.126 0.093
H -23.512 0.443 -0.331 0.074
H -23.085 2.052 0.391 0.058
H -24.806 1.490 0.360 0.063
O -24.808 6.285 10.535 -0.288
S -25.728 7.012 9.713 0.569
O -26.379 8.170 10.225 -0.273
O -24.968 7.474 8.400 -0.257
C -24.124 6.502 7.741 -0.248
C -23.323 7.286 6.731 -0.062
C -26.944 5.914 9.041 -0.108
H -24.758 5.750 7.269 0.103
H -23.458 6.055 8.477 0.116
H -22.522 6.707 6.270 0.073
H -22.826 8.102 7.262 0.083
H -23.984 7.706 5.975 0.064
H -27.205 6.191 8.025 0.077
H -27.819 5.971 9.688 0.077
H -26.593 4.887 9.102 0.061
O -26.304 7.284 4.606 -0.040
H -26.320 6.343 4.833 0.002
H -25.655 7.352 3.900 0.041
O -26.237 1.095 9.892 -0.058
H -25.480 1.637 10.132 0.030
H -26.620 1.532 9.123 -0.006
O -27.233 4.015 2.658 -0.044
H -27.060 3.944 3.604 0.008
H -27.051 3.118 2.338 0.002
O -28.424 0.988 7.461 -0.036
H -28.679 1.593 8.164 0.040
H -27.922 1.543 6.853 -0.004
O -27.070 1.254 1.965 -0.043
H -27.183 0.529 1.344 0.059
H -27.066 0.836 2.837 0.066
O -25.034 0.548 5.428 -0.048
H -25.638 1.284 5.584 -0.002
H -24.543 0.891 4.673 -0.015
O -29.441 2.491 3.997 -0.055
H -28.925 2.714 4.782 0.000
H -28.811 2.565 3.272 -0.009
C -28.658 6.652 2.183 -0.113
C -29.413 6.179 3.442 -0.097
O -30.195 7.333 3.808 0.060
C -29.748 8.420 3.147 -0.593
O -30.120 9.531 3.346 0.143
O -28.865 8.071 2.196 0.052
H -29.150 6.264 1.292 0.126
H -27.614 6.374 2.226 0.094
H -28.762 5.916 4.271 0.108
H -30.108 5.370 3.240 0.125
```

As for the HOMO-LUMO gap: 10.25 eV. The calculation puts the HOMO energy at -8.45 eV. The relative energy (zero: lowest compared OMol25 entry of this formula, charge and spin) comes out at 0.00 kJ/mol. The charge is -1. The largest force on an atom comes out at 1.1 eV/A.

No. 2
DFT (wB97M-V/def2-TZVPD) results for a cluster of 8 separate species, C9H34N8O8 in total.

Structure (XYZ):
```
59
Properties=species:S:1:pos:R:3:lowdin_charge:R:1
N -14.771 3.882 -7.262 0.171
C -14.724 4.310 -8.571 -0.594
N -14.919 5.643 -8.814 0.177
O -14.542 3.476 -9.456 -0.015
H -14.421 2.978 -7.059 0.035
H -14.976 4.447 -6.465 0.093
H -14.685 6.109 -9.668 0.068
H -15.225 6.300 -8.128 0.095
N -13.066 -0.961 -7.326 0.155
C -13.587 0.277 -7.692 -0.623
N -13.838 0.477 -9.012 0.176
O -13.910 1.118 -6.845 -0.007
H -12.972 -1.252 -6.408 0.067
H -12.668 -1.554 -8.117 0.099
H -13.642 -0.224 -9.708 0.093
H -14.160 1.384 -9.263 0.055
N -14.354 2.562 -12.067 0.192
C -14.464 3.276 -13.229 -0.628
N -13.870 2.752 -14.361 0.172
O -15.137 4.303 -13.347 -0.021
H -14.516 3.027 -11.178 0.047
H -13.868 1.695 -12.045 0.063
H -13.391 1.850 -14.305 0.083
H -14.083 3.093 -15.243 0.072
N -11.094 1.993 -11.144 0.169
C -11.006 1.712 -12.480 -0.650
N -10.005 2.301 -13.253 0.153
O -11.745 0.873 -13.010 -0.041
H -10.931 2.942 -10.854 0.067
H -11.836 1.480 -10.633 0.095
H -9.638 3.203 -12.877 0.098
H -10.132 2.147 -14.224 0.082
C -11.742 6.810 -14.665 -0.089
C -12.856 6.957 -13.663 -0.307
O -12.765 5.966 -12.623 -0.135
H -10.802 7.005 -14.133 0.075
H -12.048 7.548 -15.453 0.088
H -11.673 5.830 -15.182 0.081
H -13.863 6.901 -14.102 0.115
H -12.693 7.879 -13.071 0.118
H -13.635 5.490 -12.782 0.066
C -10.388 -2.476 -10.865 -0.141
O -11.494 -2.111 -10.043 -0.178
H -9.625 -1.740 -10.599 0.086
H -9.965 -3.451 -10.556 0.080
H -10.680 -2.501 -11.905 0.075
H -12.284 -2.719 -10.057 0.102
C -10.114 5.755 -10.360 -0.091
O -10.501 4.992 -11.577 -0.158
H -10.203 6.881 -10.560 0.105
H -10.715 5.505 -9.499 0.061
H -9.114 5.440 -10.097 0.065
H -11.175 5.537 -11.917 -0.021
C -16.402 6.850 -11.757 -0.138
O -15.794 7.519 -10.663 -0.129
H -16.403 7.392 -12.717 0.091
H -15.862 5.910 -11.918 0.048
H -17.377 6.480 -11.478 0.076
H -16.013 8.425 -10.714 0.057
```

As for the HOMO-LUMO gap: 10.11 eV. The calculation puts the HOMO energy at -9.50 eV. The relative energy (zero: lowest compared OMol25 entry of this formula, charge and spin) comes out at 0.00 kJ/mol. Its SMILES is NC(N)=O.NC(N)=O.NC(N)=O.NC(N)=O.CCO.CO.CO.CO. The largest force on an atom comes out at 4.7 eV/A.

No. 3
DFT (wB97M-V/def2-TZVPD) results for a structure of composition C9H35InNO8.

Structure (XYZ):
```
54
Properties=species:S:1:pos:R:3:lowdin_charge:R:1
C -3.036 0.990 1.717 -0.061
C -3.658 0.017 0.706 -0.535
O -3.947 -1.237 1.348 -0.091
C -2.790 -0.136 -0.537 -0.252
In -1.027 -1.449 -0.313 0.638
N 0.725 -0.487 -1.088 -0.203
O -0.676 -2.067 1.666 -0.411
H -2.413 0.440 2.426 0.067
H -2.415 1.735 1.216 0.067
H -3.802 1.521 2.286 0.067
H -4.651 0.393 0.438 0.122
H -3.100 -1.692 1.472 0.038
H -2.455 0.857 -0.848 0.016
H -3.386 -0.549 -1.357 0.033
H -1.299 -2.936 -1.209 -0.087
H 1.013 0.289 -0.498 -0.070
H 0.468 -0.055 -1.973 -0.074
H -0.616 -1.314 2.263 -0.054
C 4.021 -1.851 -1.742 -0.181
O 3.754 -1.355 -3.049 -0.145
H 4.943 -2.430 -1.783 0.067
H 4.148 -1.031 -1.030 0.069
H 3.202 -2.486 -1.401 0.069
H 2.913 -0.887 -2.971 0.051
C 1.351 -4.705 2.201 -0.185
O 1.306 -4.282 0.859 -0.135
H 2.206 -5.375 2.304 0.075
H 1.481 -3.872 2.899 0.047
H 0.448 -5.247 2.501 0.079
H 0.555 -3.674 0.789 0.013
C 3.380 -1.925 3.517 -0.165
O 2.273 -1.044 3.441 -0.119
H 4.197 -1.347 3.949 0.053
H 3.192 -2.785 4.166 0.073
H 3.686 -2.287 2.532 0.086
H 1.536 -1.514 3.027 0.049
C -3.125 3.646 -2.791 -0.173
O -2.860 3.468 -1.408 -0.125
H -3.291 2.651 -3.199 0.079
H -4.020 4.249 -2.971 0.072
H -2.287 4.101 -3.323 0.068
H -2.702 4.326 -1.006 0.070
C -4.441 3.963 -6.760 -0.161
O -3.315 4.095 -5.909 -0.125
H -5.321 4.029 -6.123 0.078
H -4.493 4.762 -7.506 0.072
H -4.459 2.998 -7.273 0.076
H -2.516 4.031 -6.438 0.078
C 5.566 1.173 4.539 -0.183
O 4.384 1.946 4.440 -0.119
H 6.341 1.822 4.944 0.073
H 5.437 0.323 5.216 0.068
H 5.896 0.804 3.563 0.077
H 3.681 1.391 4.082 0.067
```

As for the HOMO-LUMO gap: 6.87 eV. The calculation puts the HOMO energy at -4.67 eV. The relative energy (zero: lowest compared OMol25 entry of this formula, charge and spin) comes out at 7.07 kJ/mol. The charge is -1. The largest force on an atom comes out at 0.8 eV/A.

No. 4
DFT (wB97M-V/def2-TZVPD) results for a cluster of 9 separate species, C9H36N18O9 in total.

Structure (XYZ):
```
72
Properties=species:S:1:pos:R:3:lowdin_charge:R:1
N -5.864 -19.550 -16.759 0.172
C -6.098 -18.407 -17.310 -0.811
N -6.557 -18.542 -18.518 0.173
O -5.748 -17.364 -16.774 0.011
H -5.212 -19.485 -15.990 0.057
H -5.824 -20.368 -17.349 0.111
H -6.739 -17.691 -19.031 0.126
H -6.492 -19.480 -18.887 0.112
N -2.217 -18.626 -13.571 0.233
C -2.712 -19.023 -14.688 -0.772
N -1.828 -19.461 -15.537 0.190
O -3.873 -18.975 -14.961 0.012
H -1.230 -18.817 -13.477 0.122
H -2.850 -18.277 -12.865 0.074
H -2.154 -19.539 -16.490 0.093
H -0.887 -19.142 -15.357 0.040
N -5.113 -16.616 -13.154 0.175
C -6.105 -15.783 -13.148 -0.787
N -7.001 -16.034 -14.056 0.179
O -6.243 -14.973 -12.249 0.016
H -4.954 -17.182 -13.975 0.088
H -4.285 -16.372 -12.631 0.067
H -7.698 -15.303 -14.039 0.117
H -6.813 -16.586 -14.881 0.080
N 0.859 -22.016 -15.233 0.176
C 0.289 -22.990 -14.598 -0.816
N 0.089 -24.013 -15.386 0.156
O -0.165 -22.907 -13.479 0.026
H 1.066 -22.115 -16.217 0.053
H 0.892 -21.176 -14.674 0.112
H 0.677 -24.223 -16.180 0.105
H -0.297 -24.781 -14.856 0.112
N 0.340 -17.377 -17.227 0.192
C 0.830 -17.965 -16.239 -0.745
N 1.937 -18.544 -16.590 0.189
O 0.285 -17.891 -15.092 -0.022
H 0.744 -17.731 -18.083 0.113
H -0.443 -16.741 -17.179 0.132
H 2.553 -18.852 -15.851 0.133
H 2.111 -18.663 -17.578 0.119
N -1.258 -22.464 -18.045 0.182
C -0.074 -22.487 -18.630 -0.732
N -0.128 -23.042 -19.819 0.170
O 0.986 -22.071 -18.139 -0.014
H -2.001 -22.880 -18.587 0.108
H -1.443 -21.609 -17.541 0.101
H -0.972 -23.579 -19.960 0.109
H 0.767 -23.288 -20.217 0.122
N -1.433 -17.531 -19.989 0.168
C -2.242 -18.293 -19.337 -0.878
N -3.021 -17.667 -18.535 0.207
O -2.291 -19.464 -19.482 0.057
H -1.503 -16.524 -19.941 0.121
H -0.892 -18.032 -20.679 0.127
H -2.545 -16.844 -18.193 0.111
H -3.774 -18.137 -18.053 0.095
N -4.703 -19.370 -11.967 0.174
C -3.801 -19.960 -11.207 -0.739
N -3.816 -21.246 -11.391 0.176
O -2.989 -19.379 -10.473 -0.007
H -4.831 -18.368 -11.954 0.080
H -5.159 -19.959 -12.648 0.112
H -4.415 -21.724 -12.048 0.113
H -3.146 -21.831 -10.912 0.124
N -2.745 -16.607 -10.327 0.179
C -2.710 -15.661 -11.175 -0.809
N -3.285 -14.621 -10.660 0.173
O -2.367 -15.849 -12.355 -0.005
H -3.519 -16.389 -9.717 0.126
H -2.419 -17.528 -10.584 0.079
H -3.150 -13.883 -11.337 0.130
H -3.145 -14.570 -9.661 0.122
```

As for the HOMO-LUMO gap: 8.78 eV. The calculation puts the HOMO energy at -8.74 eV. The relative energy (zero: lowest compared OMol25 entry of this formula, charge and spin) comes out at 541.37 kJ/mol. Its SMILES is NC(N)=O.NC(N)=O.NC(N)=O.NC(N)=O.NC(N)=O.NC(N)=O.NC(N)=O.NC(N)=O.NC(N)=O. The largest force on an atom comes out at 7.3 eV/A.